C25H44IrN2O4Si as an isolated structure at a distorted geometry, computed with ωB97M-V with the def2-TZVPD basis set.

Each line ends with the Mulliken spin population.
Element x y z (Å)
C 0.7072 -1.1466 3.8241  0.00
C 1.9534 -0.5683 3.3705  -0.01
H -0.0008 -0.3179 3.9475  0.00
H 0.7000 -1.8048 4.6960  0.00
H 0.1001 -1.7184 3.1224  0.00
H 1.6985 -0.3484 2.2228  0.02
H 2.0781 0.5317 3.4465  0.01
H 2.8445 -1.1327 3.0269  0.00
C -2.9354 -0.6969 -1.0130  0.09
C -4.0125 -1.1865 -1.6823  0.01
C -4.0286 -1.0861 -3.0656  0.06
C -2.9992 -0.5214 -3.8085  0.01
H -2.6986 -0.7696 0.0626  -0.03
H -4.7814 -1.6281 -1.0884  0.00
H -4.8706 -1.4844 -3.5865  0.00
H -2.9114 -0.5011 -4.8849  0.00
N -1.9674 -0.0641 -1.7639  0.12
C -1.9327 0.0758 -3.1300  0.08
C -0.6461 0.6792 -3.5759  0.10
N 0.1823 0.9917 -2.5030  0.07
C 1.4732 1.4708 -2.5686  0.16
C 1.2533 1.2591 -4.9133  0.10
C 2.0262 1.6016 -3.8185  -0.02
H 1.9331 1.6274 -1.6067  -0.02
H 3.0604 1.9461 -3.8414  0.00
C -0.0335 0.7785 -4.8460  -0.03
H -0.6369 0.3942 -5.6869  0.00
H 1.7185 1.3520 -5.8876  0.00
Ir -0.3501 0.4311 -0.8029  2.81
C 0.5609 -1.3844 -0.7734  0.23
H 1.5718 -1.3482 -1.2186  0.03
H 0.0095 -2.1543 -1.3440  0.03
H 0.6946 -1.7870 0.2525  0.02
C 1.8696 3.9256 2.1556  0.09
C 1.1429 3.3599 3.3709  -0.02
C 2.1212 2.7036 4.3373  0.01
C 0.4512 4.4732 4.1251  0.14
O 0.1970 2.3465 2.9280  0.55
Si -1.0216 2.5583 1.8365  0.01
O -0.8213 1.6064 0.5970  0.17
O -2.4307 2.2493 2.5987  0.16
C -2.9902 1.6571 3.8109  0.00
C -3.8185 0.4536 3.3699  0.03
C -1.9226 1.2460 4.8079  0.01
C -3.8855 2.6573 4.5202  0.00
O -1.0729 4.1405 1.3876  0.00
C -2.0361 5.2536 1.3222  0.00
C -2.9848 5.0115 0.1603  0.00
C -2.8443 5.3668 2.6152  -0.01
C -1.2504 6.5452 1.1238  0.00
H 2.6594 4.6167 2.4784  0.01
H 1.1801 4.4837 1.5124  0.00
H 2.3387 3.1234 1.5718  -0.01
H 1.5713 2.1862 5.1347  0.00
H 2.7975 2.0021 3.8356  0.00
H 2.7676 3.4639 4.8043  0.00
H 1.2120 5.1242 4.5714  0.00
H -0.1618 5.0812 3.4602  0.00
H -0.1629 4.0716 4.9332  -0.01
H -3.2035 -0.2620 2.8083  0.00
H -4.2349 -0.0592 4.2466  0.00
H -4.6511 0.7794 2.7344  0.00
H -1.2616 2.0838 5.0691  0.00
H -2.4164 0.9161 5.7357  0.00
H -1.3381 0.4042 4.4373  0.00
H -3.3146 3.5226 4.8785  0.00
H -4.7112 2.9946 3.8880  0.00
H -4.3138 2.1666 5.4043  0.00
H -3.5254 4.0708 0.2949  0.00
H -3.7165 5.8244 0.0941  0.00
H -2.4248 4.9763 -0.7745  0.00
H -2.2020 5.5000 3.5028  0.00
H -3.4934 6.2589 2.5591  0.00
H -3.5023 4.4976 2.7521  0.00
H -0.5517 6.7359 1.9499  0.00
H -0.6963 6.5235 0.1813  0.00
H -1.9419 7.3988 1.0819  0.00

Output
**⟨S²⟩**: 8.781
**Electronic energy**: -48507.332 eV
**Multiplicity**: 6
**Charge**: +2
**ΔE to the lowest compared entry with this formula, charge and spin**: 25.7 kcal/mol



C25H44N3O7S3SiV as an isolated structure at a distorted geometry, computed with ωB97M-V with the def2-TZVPD basis set.

Each line ends with the Mulliken charge.
Element x y z (Å)
V 0.8842 0.8133 -0.1415  -0.30
C 6.8143 -4.0217 -2.2921  -1.40
C 5.7943 -2.9809 -2.1545  0.95
C 4.9445 -2.6906 -3.2279  -0.70
C 4.1421 -1.5265 -3.1851  -0.77
C 4.0094 -0.8134 -2.0127  0.56
C 4.7895 -1.1593 -0.8790  -0.22
C 5.6354 -2.2484 -0.9477  -0.85
S 2.8702 0.5023 -2.1862  0.76
O 3.3058 1.4523 -3.1919  -0.66
O 1.4498 -0.0598 -2.3126  -0.69
N 2.7515 1.0687 -0.6866  0.15
C 3.1452 2.4562 -0.2452  -0.61
C 1.9299 3.4140 -0.3956  0.59
O 2.0808 4.6400 -0.3615  -0.54
O 0.8505 2.7312 -0.7995  -0.37
H 7.5323 -3.8014 -3.0918  0.34
H 6.4118 -4.9825 -2.6510  0.34
H 7.3769 -4.1958 -1.3733  0.37
H 4.7681 -3.3640 -4.0674  0.40
H 3.5421 -1.2498 -4.0358  0.49
H 4.6523 -0.6152 0.1038  0.31
H 6.1861 -2.6184 -0.0713  0.33
H 4.1606 2.5976 -0.6367  0.51
H 3.3732 2.2933 0.8632  0.30
C -2.3078 -0.8634 -1.6278  -1.17
C -2.2100 0.6332 -1.6729  1.20
C -3.5494 1.3276 -1.4199  -1.25
C -1.4494 1.2397 -2.8221  -1.45
O -1.2298 0.9186 -0.4053  1.49
Si -1.6702 1.5349 1.0467  -1.10
S 0.2242 1.5115 2.0755  -0.52
O -2.6320 0.5489 1.7983  0.58
C -3.2193 -0.0158 3.0830  1.57
C -2.3948 0.2880 4.3123  -1.47
C -4.6397 0.4920 3.0739  -1.49
C -3.1422 -1.5139 2.8924  -1.67
O -2.1410 3.0309 0.8601  0.56
C -2.3403 4.3512 1.3943  1.67
C -1.9963 4.3954 2.9010  -1.49
C -3.7943 4.8001 1.2417  -1.60
C -1.4342 5.2583 0.5462  -1.51
H -2.9336 -1.1861 -2.4853  0.54
H -2.7368 -1.2099 -0.6725  0.05
H -1.3331 -1.3324 -1.8170  0.05
H -4.2707 1.0674 -2.2142  0.55
H -3.3721 2.4128 -1.4617  0.32
H -3.9404 1.0677 -0.4203  0.18
H -2.1232 1.3090 -3.6997  0.49
H -0.5459 0.7459 -3.1994  0.14
H -1.1935 2.2783 -2.5586  0.30
H -2.2770 1.3717 4.4736  0.20
H -1.3624 -0.1480 4.2391  0.31
H -2.9864 -0.0978 5.1035  0.56
H -4.6460 1.5793 3.1010  0.28
H -5.1626 0.1176 3.9306  0.53
H -5.0952 0.2363 2.0976  0.28
H -2.0855 -1.8139 2.9962  0.32
H -3.5977 -1.7706 1.9794  0.37
H -3.6913 -2.0407 3.6359  0.53
H -2.5014 3.5739 3.4019  0.28
H -2.3641 5.3015 3.3444  0.52
H -0.9727 4.2076 3.0919  0.33
H -4.5038 4.0564 1.6084  0.29
H -3.9529 5.0827 0.1715  0.36
H -3.9299 5.6801 1.8346  0.53
H -0.3920 5.0854 0.8021  0.26
H -1.7185 6.2879 0.7677  0.48
H -1.4817 5.0788 -0.5128  0.28
C 1.0407 -4.5471 1.7116  -0.92
N 0.8678 -4.0753 0.3047  0.01
C 0.7148 -5.0592 -0.8239  -0.67
C 0.4283 -4.1196 -2.0461  -0.61
N 0.7546 -2.8187 -1.5096  0.36
C 0.8966 -2.8173 -0.1639  0.68
S 1.1232 -1.3327 0.7718  -0.30
H 0.2207 -5.2513 1.9214  0.34
H 0.8852 -3.6938 2.3397  0.34
H 1.9753 -5.0800 1.8077  0.32
H -0.1129 -5.7216 -0.6318  0.42
H 1.6443 -5.5928 -1.0622  0.35
H -0.6099 -4.1203 -2.3950  0.29
H 0.9907 -4.2954 -2.9777  0.36
H 0.8769 -1.9939 -2.0823  0.12

Output
**Electronic energy**: -111500.402 eV
**Charge**: +2
**ΔE to the lowest compared entry with this formula, charge and spin**: 0.0 kcal/mol